Entry 1:
DFT (ωB97M-V/def2-TZVPD) results for 3 unconnected molecules or ions with the total composition C23H35F5NO7PS.

Positions of all 73 atoms, in Å:
C  -0.1888  1.5069  2.3216
C  -0.5452  1.2180  1.0013
C  0.1733  0.2584  -0.0448
C  -0.3128  -1.1584  0.5471
C  0.4425  -1.6409  1.8604
F  -0.4442  -2.1338  2.8891
C  1.7606  0.4482  -0.3787
C  2.5809  1.5505  0.4899
C  2.4088  3.0604  -0.0129
C  1.4452  3.9689  0.8785
F  1.8734  3.8362  2.2420
C  2.6885  -0.8870  -0.3370
F  4.0162  -0.6222  -0.8844
C  2.1656  -2.0870  -1.2543
C  3.1853  -2.4373  -2.4531
N  1.9004  0.7071  -1.8634
C  0.6804  0.5170  -2.6213
O  0.4697  0.1929  -3.7960
C  -0.4051  0.7884  -1.4340
S  -0.5992  2.6494  -1.7184
P  -2.0102  0.1554  -2.2394
C  -2.1008  -1.7638  -2.2010
C  -3.4679  0.8726  -1.2021
C  -3.9306  -0.0100  0.0369
H  -0.8044  2.2373  2.9473
H  0.7163  1.0682  2.8672
H  -1.5680  1.6350  0.6991
H  -0.2786  -2.0177  -0.1881
H  -1.4126  -1.0117  0.8439
H  1.1948  -0.8832  2.2609
H  1.0722  -2.5560  1.5606
H  2.3786  1.4364  1.6146
H  3.7163  1.3667  0.4346
H  2.1153  3.1760  -1.1009
H  3.4378  3.5723  0.0700
H  1.6522  5.0595  0.5774
H  0.3398  3.7987  0.7163
H  2.8659  -1.2106  0.7357
H  1.1339  -1.9654  -1.6940
H  2.1298  -3.0217  -0.5923
H  2.7373  -3.3011  -3.0664
H  3.3686  -1.5680  -3.1574
H  4.1632  -2.8617  -2.0292
H  2.5945  1.3903  -2.1580
H  -1.4617  3.1692  -0.7738
H  -3.0101  -2.1284  -2.7915
H  -1.1233  -2.1828  -2.6357
H  -2.2012  -2.1956  -1.1595
H  -3.2615  1.9355  -0.8554
H  -4.3274  0.9659  -1.9604
H  -3.4949  -1.0478  0.1230
H  -3.8050  0.6177  0.9923
H  -5.0701  -0.1537  -0.0546
C  1.1270  -7.4559  -1.2157
C  2.3660  -6.6397  -1.0218
O  1.9753  -5.3541  -1.4613
C  0.6368  -5.2763  -1.2197
O  0.0130  -4.2576  -1.2105
O  0.0972  -6.5037  -0.9820
F  3.3704  -7.0813  -1.8156
H  1.0358  -7.8475  -2.2324
H  1.0606  -8.2868  -0.5125
H  2.7112  -6.5844  0.0146
C  -3.6956  5.9393  3.2065
C  -2.3822  5.3941  3.6703
O  -2.2345  4.2175  2.8992
C  -2.9028  4.4550  1.7388
O  -2.7758  3.8032  0.7432
O  -3.7289  5.5298  1.8445
F  -2.4314  5.0505  4.9785
H  -4.5448  5.5018  3.7382
H  -3.7500  7.0250  3.2919
H  -1.5310  6.0577  3.4943

Calculated values
HOMO energy in eV: -7.41
Total charge: 0
Gap between HOMO and LUMO in Eh: 0.288
2S+1: 1
SMILES: C=C[C@@]1(CCF)[C@](S)(P(C)CC)C(=O)N[C@]1(CCCF)[C@H](F)CC.O=C1OC[C@@H](F)O1.O=C1OC[C@@H](F)O1
ΔE to the lowest compared entry with this formula, charge and spin in kJ/mol: 399.5


Entry 2:
DFT (ωB97M-V/def2-TZVPD) results for a molecular structure, C23H35FN3O3SeSiW.

Positions of all 68 atoms, in Å:
W  0.3643  -0.7546  0.2052
N  3.0582  -4.4458  0.6001
C  2.3687  -4.1732  -0.6687
C  1.5882  -2.9104  -0.4660
O  0.3266  -2.8597  -0.4633
O  2.1973  -1.8244  -0.1783
H  3.9252  -3.9238  0.6459
H  3.2932  -5.4281  0.6585
H  1.6757  -4.9793  -0.8957
H  3.0430  -4.0348  -1.5186
C  -2.5421  -2.8812  0.9342
Si  -2.9819  -1.2012  0.2601
C  -3.6982  -0.1150  1.6006
C  -4.1552  -1.4491  -1.1688
N  -1.4854  -0.4015  -0.3337
C  -1.5843  0.6070  -1.3242
C  -2.6751  1.4469  -1.5475
C  -2.6332  2.4040  -2.5527
C  -1.5137  2.5607  -3.3571
C  -0.3989  1.7584  -3.1491
C  -0.4956  0.8372  -2.1467
F  0.6210  0.0241  -1.8473
H  -3.4792  -3.3506  1.2477
H  -1.8944  -2.8365  1.8092
H  -2.0790  -3.5190  0.1822
H  -3.2273  -0.3206  2.5642
H  -4.7717  -0.2802  1.7136
H  -3.5418  0.9439  1.3860
H  -4.8810  -2.2145  -0.8831
H  -3.6267  -1.8127  -2.0527
H  -4.7141  -0.5593  -1.4551
H  -3.5571  1.3592  -0.9283
H  -3.4938  3.0417  -2.7033
H  -1.4955  3.3133  -4.1326
H  0.5131  1.8593  -3.7206
C  1.4203  -4.0364  4.3369
N  0.6131  -2.9458  3.8001
C  -0.4407  -2.4125  4.6572
C  0.8492  -2.4743  2.6047
O  0.1663  -1.5309  2.1054
H  1.9309  -3.7036  5.2397
H  2.1525  -4.3463  3.5949
H  0.7751  -4.8792  4.5818
H  -1.1194  -3.2188  4.9331
H  -0.9839  -1.6368  4.1289
H  0.0067  -1.9978  5.5599
H  1.6699  -2.9502  2.0636
C  2.0281  5.4211  -3.2700
C  1.8265  4.3948  -2.1895
C  0.7430  4.4648  -1.3258
C  0.5438  3.5301  -0.3134
C  -0.6564  3.6603  0.5839
C  1.4835  2.5050  -0.1724
Se  1.2447  1.2532  1.2811
C  2.5990  2.4149  -1.0101
C  3.6390  1.3439  -0.8335
C  2.7416  3.3622  -2.0159
H  1.1292  6.0169  -3.4232
H  2.2952  4.9515  -4.2174
H  2.8386  6.1035  -3.0078
H  0.0194  5.2639  -1.4456
H  -1.2669  4.5085  0.2780
H  -0.3594  3.8086  1.6236
H  -1.2744  2.7604  0.5538
H  3.2402  0.3501  -1.0467
H  4.0039  1.3158  0.1947
H  4.4855  1.5188  -1.4957
H  3.6066  3.3041  -2.6682

Calculated values
HOMO energy (spin up / spin down) in eV: -10.45 / -10.68
Total charge: +1
Gap between HOMO and LUMO (spin up / spin down) in Eh: 0.279 / 0.282
2S+1: 3
ΔE to the lowest compared entry with this formula, charge and spin in kJ/mol: 10.2


Entry 3:
DFT (ωB97M-V/def2-TZVPD) results for a single C23H35N3O molecule.

Positions of all 62 atoms, in Å:
C  -1.1050  -3.0000  -5.0226
C  -1.6885  -2.3189  -3.8207
C  -0.9772  -2.1222  -2.7171
C  -1.4791  -1.4566  -1.4638
N  -1.8216  -0.0593  -1.7054
C  -2.5908  0.5545  -0.6416
C  -1.7461  0.9717  0.5669
N  -0.7025  1.8699  0.1152
C  0.1518  1.1899  -0.8405
H  0.6420  0.3069  -0.3934
C  -0.6699  0.7574  -2.0680
C  -1.0978  1.9913  -2.8713
C  -1.9840  1.6240  -4.0598
H  -1.4707  0.9019  -4.6981
O  -2.2667  2.7304  -4.8886
H  -2.6621  3.4219  -4.3463
H  -2.9124  1.1648  -3.6990
H  -0.2005  2.4895  -3.2441
H  -1.6187  2.6906  -2.2145
H  -0.0377  0.1383  -2.7135
H  0.9346  1.8801  -1.1604
C  0.0360  2.4959  1.2075
C  0.8091  1.5495  2.0746
C  0.3326  0.8384  3.1370
N  1.2979  0.0234  3.6652
C  2.4440  0.1975  2.9337
C  3.7071  -0.3777  3.0418
C  4.6788  0.0082  2.1447
C  4.4203  0.9531  1.1496
C  3.1777  1.5293  1.0290
C  2.1720  1.1528  1.9187
H  2.9813  2.2630  0.2613
H  5.2122  1.2311  0.4696
H  5.6649  -0.4279  2.2136
H  3.9408  -1.1069  3.8022
C  1.0775  -0.8334  4.8099
C  1.2508  -2.3084  4.4430
H  0.9778  -2.9337  5.2892
H  0.6102  -2.5629  3.6014
H  2.2782  -2.5260  4.1682
C  1.9651  -0.4263  5.9873
H  1.6994  -1.0060  6.8676
H  3.0141  -0.5948  5.7642
H  1.8282  0.6295  6.2104
H  0.0315  -0.6770  5.1033
H  -0.6485  0.8628  3.5754
H  0.7170  3.2243  0.7591
H  -0.6964  3.0377  1.8147
H  -1.3333  0.0742  1.0628
H  -2.3761  1.5000  1.2873
H  -3.0729  1.4463  -1.0506
H  -3.3735  -0.1399  -0.3257
H  -0.7231  -1.5771  -0.6714
H  -2.3924  -1.9568  -1.1247
H  0.0507  -2.4599  -2.6883
C  -3.1192  -1.9030  -3.9721
H  -3.7594  -2.7851  -4.0110
H  -3.4302  -1.2686  -3.1505
H  -3.2511  -1.3576  -4.9048
H  -1.7140  -3.8598  -5.3004
H  -1.0936  -2.3170  -5.8717
H  -0.0890  -3.3372  -4.8345

Calculated values
HOMO energy in eV: -7.75
Total charge: 0
Gap between HOMO and LUMO in Eh: 0.310
2S+1: 1
SMILES: CC(C)=CCN1CCN(Cc2cn(C(C)C)c3ccccc23)C[C@@H]1CCO
ΔE to the lowest compared entry with this formula, charge and spin in kJ/mol: 117.1


Entry 4:
DFT (ωB97M-V/def2-TZVPD) results for 4 unconnected molecules or ions with the total composition C23H36BF9O8.

Positions of all 77 atoms, in Å:
C  -0.3948  5.7714  0.0735
C  -0.0425  4.5215  0.4694
C  1.3430  4.1106  0.8732
B  1.2147  3.2871  2.2175
C  1.1001  1.7328  2.2439
C  -0.1553  1.3397  3.0760
C  0.1529  1.0772  4.5589
C  -0.7364  1.8938  5.5091
C  -0.6780  1.3573  6.9542
C  -0.2941  2.3853  8.0183
O  0.9119  1.9463  8.6752
C  1.0875  2.5087  9.9138
C  1.7973  3.8396  9.9243
O  0.7226  1.9556  10.9068
H  -1.1741  6.3211  0.5955
H  0.0305  6.2641  -0.7965
H  -0.8113  3.7444  0.4963
H  1.9766  4.9856  1.0215
H  1.8500  3.4696  0.1353
H  1.2074  3.8705  3.2654
H  1.9943  1.3525  2.7535
H  1.0982  1.2809  1.2512
H  -0.9122  2.1249  2.9853
H  -0.5908  0.4539  2.6125
H  1.1911  1.3183  4.7936
H  -0.0427  0.0257  4.7753
H  -0.4779  2.9532  5.4566
H  -1.7599  1.7897  5.1408
H  0.0551  0.5518  7.0067
H  -1.6366  0.9130  7.2181
H  -0.1580  3.3871  7.6017
H  -1.0765  2.4256  8.7800
H  2.8382  3.6786  10.2049
H  1.8027  4.2896  8.9339
H  1.3221  4.4920  10.6512
C  6.5200  -0.1944  0.0616
C  5.3081  -1.0921  -0.0415
O  4.1224  -0.3396  -0.3872
C  3.9768  -0.0396  -1.6660
O  4.7064  -0.3222  -2.5688
C  2.6513  0.7243  -1.8680
F  2.4900  1.6830  -0.9498
F  1.6165  -0.1261  -1.7653
F  2.6034  1.2857  -3.0692
H  6.3361  0.6134  0.7703
H  7.3810  -0.7700  0.3996
H  6.7601  0.2532  -0.9020
H  5.0808  -1.5491  0.9187
H  5.4568  -1.8908  -0.7672
C  1.4108  -1.9924  -5.0292
C  1.0484  -2.8144  -3.8128
O  0.0162  -3.7792  -4.1163
C  0.4148  -4.8886  -4.7146
O  1.5288  -5.1870  -5.0262
C  -0.7980  -5.8185  -4.9350
F  -1.8440  -5.1470  -5.4310
F  -1.1726  -6.3683  -3.7715
F  -0.4946  -6.7989  -5.7779
H  0.5220  -1.5154  -5.4432
H  2.1315  -1.2212  -4.7577
H  1.8485  -2.6162  -5.8076
H  0.6283  -2.1808  -3.0360
H  1.9176  -3.3242  -3.3981
C  -4.8670  -4.6922  -6.3242
C  -5.8591  -4.1552  -7.3301
O  -6.7426  -3.1803  -6.7333
C  -6.2537  -1.9583  -6.6013
O  -5.1697  -1.5727  -6.9233
C  -7.3280  -1.0347  -5.9855
F  -7.9277  -1.6131  -4.9403
F  -8.2654  -0.7547  -6.9015
F  -6.7854  0.1068  -5.5784
H  -5.3868  -5.0995  -5.4564
H  -4.2638  -5.4797  -6.7738
H  -4.2000  -3.9064  -5.9732
H  -6.5128  -4.9464  -7.6902
H  -5.3603  -3.7164  -8.1935

Calculated values
HOMO energy in eV: -8.08
Total charge: 0
Gap between HOMO and LUMO in Eh: 0.306
2S+1: 1
SMILES: C=CCBCCCCCCOC(C)=O.CCOC(=O)C(F)(F)F.CCOC(=O)C(F)(F)F.CCOC(=O)C(F)(F)F
ΔE to the lowest compared entry with this formula, charge and spin in kJ/mol: 0.0


Entry 5:
DFT (ωB97M-V/def2-TZVPD) results for a molecular structure, C23H36BInN12O6P2SSe.

Positions of all 83 atoms, in Å:
In  0.5315  -0.7587  -1.4322
C  1.6544  -4.0394  -4.0061
C  1.6528  -2.6675  -3.7459
N  1.5276  -2.4586  -2.4386
N  1.4283  -3.6632  -1.8368
C  1.5135  -4.6294  -2.7629
B  1.6173  -3.7739  -0.2956
N  0.4332  -3.1445  0.4860
C  -0.2350  -3.7171  1.4978
C  -1.0124  -2.7592  2.1207
C  -0.7627  -1.5876  1.4085
N  0.1108  -1.8336  0.4277
N  2.9103  -3.0087  0.0925
C  4.1242  -3.5460  0.3244
C  5.0218  -2.5186  0.5197
C  4.2472  -1.3594  0.3757
N  2.9773  -1.6578  0.1204
H  1.7393  -4.5250  -4.9635
H  1.7635  -1.8345  -4.4228
H  1.4753  -5.6707  -2.4837
H  1.7209  -4.9259  0.0171
H  -0.0984  -4.7617  1.7242
H  -1.6702  -2.8851  2.9638
H  -1.1562  -0.5876  1.5608
H  4.2670  -4.6156  0.3330
H  6.0754  -2.5973  0.7312
H  4.5508  -0.3245  0.4365
N  -4.6163  -0.0012  -2.4719
C  -3.1059  0.0057  -2.6510
C  -2.7515  0.2477  -4.1117
P  -2.3495  1.2879  -1.5510
O  -3.3924  1.1881  -0.3251
O  -2.3546  2.5941  -2.2275
O  -1.0198  0.7075  -1.0747
P  -2.6529  -1.7299  -2.1732
O  -3.1186  -1.8039  -0.6396
O  -3.5874  -2.5724  -2.9541
O  -1.1525  -1.8916  -2.3061
H  -5.0828  0.6265  -3.1205
H  -4.8136  0.2864  -1.5046
H  -4.9204  -0.9768  -2.6306
H  -3.1297  1.2134  -4.4530
H  -3.1371  -0.5575  -4.7408
H  -1.6674  0.2608  -4.2228
H  -2.9369  1.4225  0.5395
H  -2.5782  -1.2625  -0.0449
N  3.2839  2.6443  1.5308
C  2.6617  2.3418  2.8227
C  2.3205  0.8517  2.8885
N  1.5530  0.5243  1.6638
H  3.1289  3.6039  1.2567
H  2.0013  1.0478  0.8980
H  4.2813  2.4806  1.5433
H  1.7239  2.8904  2.9007
H  3.2796  2.6091  3.6814
H  1.7013  0.6555  3.7597
H  3.2239  0.2426  2.9289
H  1.5294  -0.4647  1.4280
H  0.5218  0.9134  1.7672
C  -4.8558  2.0638  5.4863
C  -3.3866  2.0149  5.1844
C  -2.4274  2.1680  6.1806
C  -1.1112  2.0351  5.7870
N  -0.7439  1.8274  4.5249
C  -1.7319  1.7538  3.6127
S  -1.3160  1.5827  1.9323
N  -3.0413  1.8029  3.9170
H  -5.0386  2.4141  6.5015
H  -5.2869  1.0688  5.3703
H  -5.3552  2.7219  4.7771
H  -2.6993  2.3640  7.2089
H  -0.3030  2.0920  6.5111
Se  2.4172  0.8911  -1.7792
C  1.8684  2.3054  -2.9473
C  0.5937  2.4497  -3.4688
C  0.3463  3.5034  -4.3373
N  1.2705  4.3811  -4.7204
C  2.4922  4.2337  -4.2080
C  2.8400  3.2290  -3.3200
H  -0.2085  1.7965  -3.1758
H  -0.6519  3.6513  -4.7375
H  3.2324  4.9592  -4.5300
H  3.8465  3.1561  -2.9277

Calculated values
HOMO energy in eV: -7.70
Total charge: 0
Gap between HOMO and LUMO in Eh: 0.296
2S+1: 1
ΔE to the lowest compared entry with this formula, charge and spin in kJ/mol: 0.0


Entry 6:
DFT (ωB97M-V/def2-TZVPD) results for a molecular structure, C23H36BrN3O3PdS2Se2.

Positions of all 71 atoms, in Å:
Pd  0.2757  0.5035  0.8629
O  3.2440  3.3361  2.0070
C  1.9778  3.5048  1.3368
C  2.1252  3.4368  -0.1925
C  2.7799  4.7342  -0.6858
O  4.0711  4.9892  -0.1155
C  3.0218  2.2609  -0.6474
Se  2.8193  0.4723  0.1796
C  0.7402  3.2709  -0.8336
Se  -0.7168  4.5060  -0.3615
H  3.4539  2.3941  1.8850
H  1.5739  4.4725  1.6274
H  1.2856  2.7312  1.6875
H  2.0974  5.5605  -0.4612
H  2.9085  4.6939  -1.7740
H  4.0718  4.5527  0.7511
H  4.0660  2.5340  -0.5024
H  2.8698  2.1210  -1.7193
H  0.4065  2.2675  -0.5606
H  0.8647  3.2779  -1.9208
C  -7.0306  0.8027  1.0361
C  -5.6284  0.5389  0.5512
C  -5.1691  -0.7602  0.3641
C  -3.8637  -1.0035  -0.0433
C  -3.0095  0.0616  -0.2687
C  -3.4450  1.3701  -0.0834
C  -4.7513  1.5968  0.3169
S  -1.2934  -0.2789  -0.6847
C  -1.2590  0.7648  -2.1582
O  -1.2786  -1.6733  -1.1931
H  -7.7020  -0.0156  0.7690
H  -7.4295  1.7243  0.6082
H  -7.0555  0.9091  2.1245
H  -5.8382  -1.5954  0.5465
H  -3.4858  -2.0084  -0.1857
H  -2.7681  2.2084  -0.2414
H  -5.0910  2.6179  0.4586
H  -2.0998  0.5040  -2.8010
H  -0.3106  0.5351  -2.6437
H  -1.2785  1.8179  -1.8746
C  3.2879  -2.1436  2.6991
C  2.2516  -2.8064  1.7965
N  0.9039  -2.3085  2.0272
C  -0.1125  -2.9743  2.5442
S  -1.6735  -2.3866  2.6445
N  0.1577  -4.2854  3.0243
C  0.9062  -4.3352  4.2842
C  0.8414  -5.7328  4.8737
H  4.2943  -2.4283  2.3840
H  3.1621  -2.4302  3.7458
H  3.2091  -1.0595  2.6061
H  2.2441  -3.8915  1.9060
H  2.4961  -2.5619  0.7604
H  0.7167  -1.3578  1.5940
H  -0.7562  -4.6918  3.1823
H  0.5050  -3.6073  5.0028
H  1.9436  -4.0688  4.0890
H  -0.1921  -6.0079  5.0984
H  1.4143  -5.7886  5.8006
H  1.2437  -6.4634  4.1695
Br  -1.3312  2.1825  2.5566
C  -0.8458  1.1221  4.0406
C  -1.6038  1.1688  5.2071
C  -1.2122  0.3709  6.2652
C  -0.0861  -0.4277  6.1273
C  0.5957  -0.3873  4.9232
N  0.2248  0.3683  3.8947
H  -2.4752  1.8058  5.2610
H  -1.7807  0.3698  7.1877
H  0.2543  -1.0677  6.9314
H  1.4823  -0.9911  4.7608

Calculated values
HOMO energy in eV: -0.61
Total charge: -2
Gap between HOMO and LUMO in Eh: 0.172
2S+1: 1
ΔE to the lowest compared entry with this formula, charge and spin in kJ/mol: 21.6